(1)
166
Properties=species:S:1:pos:R:3:mulliken_charge:R:1 method="wB97M-V/def2-TZVPD" fmax_ev_per_a=3.92 gap_ev=8.825 homo_ha=-0.3360
C -1.75052 -5.85212 -3.22029 -1.1350
C -0.68043 -4.84307 -3.47904 0.5905
O -1.34117 -3.69127 -4.11409 -0.3446
S -0.58603 -2.18690 -3.97012 0.2676
C 0.55359 -2.42632 -5.41997 -1.0771
O -1.49416 -1.19044 -4.49767 -0.3386
O 0.13127 -1.97047 -2.73953 0.0611
H -2.39478 -6.03707 -4.07985 0.3820
H -2.46533 -5.45754 -2.49817 -0.0251
H -1.31368 -6.73869 -2.76066 0.3533
H -0.20822 -4.55349 -2.54029 -0.1083
H 0.09100 -5.25936 -4.12688 0.2473
H 1.20816 -1.55928 -5.33114 0.3137
H 0.00819 -2.41607 -6.36365 0.3761
H 1.15268 -3.32841 -5.29576 0.3392
C -2.13779 2.01108 -0.20940 0.5066
C -1.67965 0.64381 0.37533 -0.0995
O -0.46542 0.81175 1.07066 -0.2590
S 0.91006 0.15321 0.39013 0.6689
C 0.58690 -1.62300 0.51134 1.0973
O 0.94608 0.59333 -1.00176 0.3358
O 2.00638 0.53201 1.30349 -0.3373
H -2.22022 2.80724 0.53049 -0.2872
H -3.03194 1.95068 -0.82984 -0.2688
H -1.39708 2.33666 -0.93976 -0.3873
H -2.41365 0.23233 1.06816 0.1182
H -1.54965 -0.10537 -0.40564 0.1825
H 1.03183 -1.93053 1.45768 -0.3909
H 1.18940 -2.04359 -0.29377 -0.5179
H -0.48507 -1.79989 0.42369 -0.1755
C 3.64107 -0.32949 -2.74437 -0.9103
C 4.36608 -0.05572 -1.39016 0.5067
O 4.74591 -1.25015 -0.73976 0.0195
S 6.19009 -1.15584 0.06574 0.9687
C 7.34315 -1.42010 -1.27539 -0.9730
O 6.31274 0.20526 0.63513 -0.4891
O 6.27973 -2.35549 0.87655 -0.5710
H 4.39221 -0.67120 -3.45651 0.4692
H 3.19155 0.55715 -3.19147 0.1462
H 2.87465 -1.08432 -2.56850 -0.0104
H 5.23561 0.58062 -1.55474 0.8420
H 3.55612 0.44872 -0.86326 -0.9979
H 8.36332 -1.11929 -1.03695 0.3815
H 6.93068 -0.81194 -2.08045 0.3352
H 7.32756 -2.48866 -1.49000 0.3332
C 3.17041 -0.18773 4.05990 -0.2237
C 4.27620 -1.16547 3.63362 -0.2430
O 4.40272 -2.39831 4.31326 -0.4769
S 3.36182 -3.57778 3.92551 1.0667
C 4.15949 -4.15167 2.32190 -0.6471
O 3.41781 -4.67099 4.93722 -0.6806
O 2.03782 -3.00939 3.53364 -0.2584
H 3.30266 0.74495 3.51153 -0.0055
H 3.23048 0.01131 5.12989 0.4640
H 2.17030 -0.56896 3.85363 -0.2984
H 4.32216 -1.35786 2.56172 0.0213
H 5.21687 -0.67097 3.87595 0.4330
H 3.97925 -3.43214 1.52322 -0.2744
H 3.71427 -5.09590 2.00837 0.3664
H 5.22657 -4.33304 2.45045 0.5105
C 2.62100 4.78673 -1.47326 -1.3409
C 2.12542 3.50125 -2.05383 0.5239
O 0.67903 3.51375 -2.00915 -0.1513
S -0.16232 3.34809 -3.42802 0.9285
C -0.05666 1.52003 -3.63986 0.1829
O -1.57778 3.66371 -3.14825 -0.4522
O 0.52488 4.06416 -4.51907 -0.6867
H 2.39727 5.63685 -2.11772 0.4131
H 3.67597 4.69530 -1.21484 0.3480
H 1.94151 4.97429 -0.64186 0.1178
H 2.53578 3.47097 -3.06319 0.5555
H 2.50118 2.70056 -1.41682 -0.3346
H 0.98461 1.25011 -3.46376 -0.5375
H -0.43585 1.27882 -4.63291 0.6946
H -0.62792 1.03284 -2.84966 -0.3191
C -5.00131 0.72784 -2.46983 -0.9022
C -4.20629 1.53782 -3.41358 0.9718
O -5.08321 1.88460 -4.42944 -0.4919
S -4.51057 1.70696 -6.00688 1.1204
C -4.38402 -0.17310 -6.00368 -0.5806
O -5.55977 2.07730 -6.96163 -0.6262
O -3.17484 2.31511 -6.14107 -0.5498
H -5.51991 1.37176 -1.75954 0.0572
H -4.41831 -0.04967 -1.97618 -0.0507
H -5.74941 0.18763 -3.05003 0.5385
H -3.85162 2.38820 -2.83120 -0.0013
H -3.32810 0.93143 -3.63527 -0.0753
H -5.08706 -0.60908 -5.29391 0.2610
H -3.36133 -0.45689 -5.75537 0.0691
H -4.59630 -0.46065 -7.03341 0.4434
C -1.65312 -0.62104 4.29865 -1.4583
C -0.69820 -1.69231 4.74554 0.5901
O -1.27221 -2.11674 6.05894 -0.4513
S -0.26164 -2.78167 7.17721 1.1149
C 0.11031 -4.31169 6.28538 -0.4576
O 0.95753 -1.98532 7.31131 -0.6019
O -1.00515 -3.14784 8.35165 -0.6245
H -1.34952 -0.00752 3.45042 0.0973
H -1.86275 0.09731 5.09121 0.4560
H -2.60202 -1.09492 4.04739 0.3727
H -0.65168 -2.49493 4.00951 -0.0079
H 0.30202 -1.29104 4.90875 0.4881
H 0.70626 -4.90493 6.97892 0.3873
H 0.61926 -4.11055 5.34271 -0.1405
H -0.80016 -4.84973 6.02147 0.2893
F 1.63548 -4.69050 0.75718 -0.1121
C 1.95801 -5.06019 -0.47551 -0.0516
C 2.77578 -4.26003 -1.24033 0.8524
C 3.14396 -4.60008 -2.52817 -0.7837
C 2.61143 -5.84730 -2.96283 -0.6758
C 1.76521 -6.69405 -2.20643 -0.7355
C 1.47639 -6.30978 -0.91779 -0.6201
H 3.00991 -3.31286 -0.77722 0.1468
H 3.87198 -4.07561 -3.12929 0.5868
H 2.90622 -6.21994 -3.93270 0.4204
H 1.41719 -7.68047 -2.47524 0.4890
H 0.87161 -7.01844 -0.37149 0.5084
F -8.37877 3.74516 -1.38126 -0.3454
C -7.12154 4.19701 -1.12555 0.5774
C -6.66243 5.38459 -1.72057 -0.5973
C -5.44658 5.85052 -1.34693 -0.6181
C -4.71517 5.20524 -0.34971 -0.0932
C -5.22433 4.08933 0.28772 -0.0147
C -6.40517 3.53902 -0.13110 -0.5894
H -7.36733 5.88134 -2.37078 0.4793
H -5.06579 6.77555 -1.75403 0.4189
H -3.87017 5.72687 0.07487 0.1458
H -4.60874 3.73847 1.10280 0.1652
H -6.76266 2.64677 0.36135 0.4059
F 4.06702 6.96659 2.57623 -0.3258
C 4.09646 5.61627 2.46630 0.4486
C 2.91391 4.94866 2.13633 -0.4253
C 2.96362 3.58353 1.82452 -0.1366
C 4.12981 2.86547 1.94645 -0.3317
C 5.34856 3.57511 2.27838 -0.9190
C 5.29686 4.95081 2.51920 -0.6432
H 1.94406 5.42340 2.11601 0.5524
H 2.03028 3.09297 1.59083 0.3770
H 4.09862 1.80436 1.74778 0.4629
H 6.22358 2.94239 2.25834 0.4700
H 6.26551 5.33400 2.80435 0.3954
F -2.58317 -3.77324 3.63180 -0.2980
C -2.94541 -4.00217 2.31071 0.7743
C -3.12174 -2.89617 1.51369 -0.3377
C -3.51831 -3.13361 0.21974 0.2881
C -3.69563 -4.40120 -0.24313 -1.1065
C -3.49206 -5.50001 0.57500 -0.2694
C -3.08508 -5.34900 1.87309 -1.1068
H -2.92480 -1.90488 1.89442 -0.0170
H -3.73170 -2.33453 -0.47478 0.5042
H -4.00231 -4.44959 -1.27753 0.6197
H -3.68723 -6.44970 0.09917 0.3980
H -2.99519 -6.24534 2.46882 0.4916
C -1.15183 6.79409 2.59610 -0.7881
C -1.76556 5.48341 2.03015 0.4094
C -2.90204 5.18292 2.92294 -0.2255
O -2.59645 5.70885 4.21655 -0.4814
C -1.59146 6.73544 4.12230 -0.5249
H -1.67643 7.62019 2.11604 0.3360
H -0.07621 6.78288 2.42006 0.2407
H -1.06330 4.66454 2.18633 -0.2210
H -1.93729 5.60578 0.96075 0.3551
H -3.06305 4.10615 2.97509 0.2559
H -3.74875 5.76865 2.56504 0.1485
H -0.72716 6.39648 4.69344 0.2619
H -1.88373 7.72721 4.46735 0.3371



(2)
8
Properties=species:S:1:pos:R:3:mulliken_charge:R:1 method="wB97M-V/def2-TZVPD" fmax_ev_per_a=2.96 relative_energy_kcal_mol=25.6 gap_ev=10.715 homo_ha=-0.3610
C 2.43609 -1.65949 -0.83647 0.1303
C -0.75818 0.80799 -0.20584 -0.1814
C -0.89469 0.11592 0.96031 0.4716
O 2.25368 -0.92002 -1.69354 -0.1314
F 0.29779 1.62496 -0.31759 -0.2309
F -0.14263 0.18083 2.03710 -0.1977
F -1.84279 -0.77746 1.13996 -0.2128
H -1.34927 0.62727 -1.08393 0.3521